a | A structure of composition C11H19F3N4OS2SiTa. Source: OMol25; level of theory: ωB97M-V/def2-TZVPD.

XYZ file:
```
42
C11H19F3N4OS2SiTa (ωB97M-V/def2-TZVPD)
Ta -0.9076 0.2055 -0.4569
S -1.6417 0.0303 1.7998
S 0.6519 1.8732 2.6880
Si 2.6353 0.7669 -1.1728
F -2.8786 2.6255 -0.7791
F -1.7989 0.9044 -2.0529
F -0.9483 3.0815 -1.4479
O 0.7998 0.4267 -0.6418
N -1.5449 -1.6186 -1.3900
N -0.7778 0.4735 4.2682
N -2.5970 -3.8419 -2.5616
N -4.7311 -3.0907 -2.2556
C 2.7120 -0.1705 -2.7452
C -0.7257 -2.5764 -1.8426
C -0.5926 0.7489 3.0172
C 3.4806 0.0331 0.2965
C -3.4304 -2.8884 -2.1022
C -1.6854 2.2074 -0.8792
C -1.3022 -3.6979 -2.4392
C 0.2109 1.0558 5.2043
C 2.6567 2.5979 -1.2627
C 0.8072 2.2624 4.4824
C -2.8760 -1.7320 -1.4988
H 3.7014 -0.0291 -3.1910
H 1.9827 0.1844 -3.4764
H -0.6748 -4.4934 -2.8258
H 3.6929 2.8835 -1.4818
H -1.4877 -0.1774 4.5922
H 3.2494 -1.0259 0.4248
H 2.5851 -1.2433 -2.5903
H 3.2782 0.5705 1.2222
H -5.0364 -3.9413 -2.7074
H -3.4979 -0.9104 -1.1590
H -5.4307 -2.4312 -1.9594
H 1.8547 2.4084 4.7329
H 0.3421 -2.4512 -1.7363
H 0.9565 0.2876 5.4165
H 0.2541 3.1829 4.6573
H -0.2891 1.3355 6.1293
H 2.0471 2.9952 -2.0752
H 2.3951 3.0871 -0.3244
H 4.5611 0.0916 0.1245
```

Values from the calculation:
- net charge = +3
- LUMO (eV) = -11.8
- HOMO-LUMO gap (eV) = 5.97

Charges obtained by Löwdin population analysis, quoted in units of e:
1 Ta 1.582
2 S 0.678
3 S 1.021
4 Si 0.562
5 F 0.236
6 F -0.241
7 F 0.218
8 O -0.444
9 N -0.156
10 N 0.013
11 N 0.191
12 N 0.214
13 C -0.143
14 C -0.069
15 C -0.964
16 C -0.146
17 C -0.315
18 C -0.419
19 C -0.041
20 C -0.128
21 C -0.143
22 C -0.313
23 C -0.043
24 H 0.071
25 H 0.056
26 H 0.144
27 H 0.071
28 H 0.182
29 H 0.052
30 H 0.044
31 H 0.026
32 H 0.148
33 H 0.124
34 H 0.136
35 H 0.108
36 H 0.114
37 H 0.149
38 H 0.105
39 H 0.152
40 H 0.053
41 H 0.044
42 H 0.068

=====

b | A structure of composition C11H19F3N4OS2SiTa. Source: OMol25; level of theory: ωB97M-V/def2-TZVPD.

XYZ file:
```
42
C11H19F3N4OS2SiTa (ωB97M-V/def2-TZVPD)
Ta 0.1974 -0.6668 -0.3789
S -1.4474 -3.4476 -2.5612
S -1.9155 -1.9434 0.0308
Si 3.5051 0.1550 -1.2457
F -1.2554 0.9817 -2.1335
F 0.1968 2.2531 -1.0948
F -1.5534 1.5260 -0.0301
O 1.8294 -0.0874 -0.6880
N 0.3017 -0.2556 2.1225
N 0.4543 -2.1521 5.1849
N -3.1423 -4.1566 -0.8042
N 0.0042 0.0762 4.7915
C 0.4572 -1.3009 2.9251
C 3.3139 0.9181 -2.9323
C 0.0428 0.9634 2.5999
C -3.3451 -5.2269 -1.7907
C -2.2466 -3.2578 -1.0648
C -0.1160 1.0991 3.9826
C 0.3131 -1.1424 4.3348
C 3.8935 -1.6840 -1.2769
C 4.3656 1.1349 0.0762
C -2.4124 -4.9493 -2.9843
C -0.6475 1.2607 -0.9792
H 3.8699 -2.1064 -0.2700
H 0.7103 -3.0804 4.8956
H -3.1170 -6.1829 -1.3180
H -1.7050 -5.7557 -3.1602
H -3.7078 -4.1474 0.0393
H 3.9722 2.1507 0.1408
H 2.9803 1.9554 -2.8805
H 4.8873 -1.8679 -1.6860
H 2.6348 0.3661 -3.5838
H -2.9526 -4.7486 -3.9062
H 5.4238 1.2127 -0.1847
H -0.0328 1.8092 1.9341
H 4.3031 0.6692 1.0601
H -4.3915 -5.2492 -2.0948
H -0.3517 2.0667 4.4104
H 0.3083 -1.9861 6.1707
H 3.1708 -2.2126 -1.9059
H 4.2992 0.9166 -3.4049
H 0.6953 -2.2745 2.5153
```

Values from the calculation:
- net charge = +3
- LUMO (eV) = -13.2
- HOMO-LUMO gap (eV) = 4.42

Charges obtained by Löwdin population analysis, quoted in units of e:
1 Ta 1.821
2 S 1.003
3 S 0.624
4 Si 0.512
5 F 0.141
6 F 0.179
7 F 0.117
8 O -0.440
9 N -0.055
10 N 0.206
11 N 0.009
12 N 0.180
13 C -0.063
14 C -0.132
15 C -0.094
16 C -0.124
17 C -1.022
18 C -0.040
19 C -0.328
20 C -0.148
21 C -0.130
22 C -0.309
23 C -0.714
24 H 0.044
25 H 0.131
26 H 0.148
27 H 0.100
28 H 0.182
29 H 0.052
30 H 0.053
31 H 0.062
32 H 0.047
33 H 0.103
34 H 0.066
35 H 0.114
36 H 0.048
37 H 0.150
38 H 0.144
39 H 0.146
40 H 0.035
41 H 0.065
42 H 0.118

=====

Name the most stable of them. a.

=====

a | An isolated molecule of C2H4N2S3. Source: OMol25; level of theory: ωB97M-V/def2-TZVPD.

XYZ file:
```
11
C2H4N2S3 (ωB97M-V/def2-TZVPD)
S 0.7390 1.3890 -1.2284
S -1.4264 -0.8629 0.7365
S 1.7783 -2.6371 0.3066
N -1.5757 0.8036 0.5079
N 1.0682 -0.3000 -1.0130
C 1.4925 -0.9975 0.2108
C -0.8687 1.6130 -0.1447
H 1.6671 -0.0493 0.9994
H 0.8775 -0.9658 -1.8897
H -2.2442 -0.7372 1.8431
H -1.5074 2.7443 -0.3285
```

Values from the calculation:
- net charge = 0
- LUMO (eV) = -0.2
- HOMO-LUMO gap (eV) = 8.78

Charges obtained by Löwdin population analysis, quoted in units of e:
1 S 0.791
2 S 0.724
3 S 0.554
4 N -0.480
5 N -0.521
6 C -0.850
7 C -0.532
8 H 0.128
9 H 0.135
10 H -0.101
11 H 0.153

=====

b | An isolated molecule of C2H4N2S3. Source: OMol25; level of theory: ωB97M-V/def2-TZVPD.

XYZ file:
```
11
C2H4N2S3 (ωB97M-V/def2-TZVPD)
S -3.7752 -0.5222 0.0479
S 0.9699 -0.0928 0.0660
S -0.2096 2.9043 0.1800
N -2.2225 -0.3350 -0.1518
N -1.7609 0.8286 0.1733
C 0.8265 -1.7833 0.1922
C -0.5540 1.2381 -0.3539
H -0.0178 3.3092 -1.0445
H 1.7269 -2.2772 -0.2453
H 0.0655 -2.6082 0.5674
H -2.2855 1.6493 0.4081
```

Values from the calculation:
- net charge = 0
- LUMO (alpha / beta) (eV) = -1.2 / -1.5
- HOMO-LUMO gap (alpha / beta) (eV) = 6.85 / 6.49

Charges obtained by Löwdin population analysis, quoted in units of e:
1 S 0.588
2 S 0.771
3 S 0.718
4 N -0.538
5 N -0.305
6 C -0.444
7 C -0.756
8 H -0.152
9 H -0.011
10 H 0.063
11 H 0.067

=====

Name the most stable of them. a.